73
Properties=species:S:1:pos:R:3:mulliken_charge:R:1 method="wB97M-V/def2-TZVPD" total_charge=-2 de_lowest_kcal_mol=46.4 e_lumo_ev="4.068 / 4.068" spin_multiplicity=2
Hg 0.8134 -0.3275 -0.9359 2.8756
N -2.3289 2.8294 0.4919 0.1214
C -1.1559 2.4490 -0.1043 -0.3539
N -1.0595 1.4757 -0.9227 -0.4307
C -2.1965 0.7639 -1.2889 -0.2185
N -2.1093 -0.1784 -2.1958 -1.2591
N -0.8782 -0.5687 -2.4990 0.7536
C -0.7086 -1.1161 -3.6950 -1.3244
C 0.5450 -1.5870 -4.1657 0.9376
C 0.6826 -2.0621 -5.4940 -1.1322
C 1.9065 -2.4980 -5.9367 -0.1945
C 2.9995 -2.4589 -5.0653 -0.8934
C 2.7844 -1.9706 -3.7827 -0.2466
N 1.6142 -1.5581 -3.3367 0.2942
C -3.4931 1.1775 -0.7945 1.0390
C -4.7038 0.6141 -1.2065 -0.4687
C -5.9091 1.0724 -0.6939 -0.6862
C -5.9317 2.0960 0.2404 -0.4269
C -4.7368 2.6716 0.6648 -0.7478
C -3.5309 2.2229 0.1483 -0.1114
H -2.3073 3.4854 1.2530 0.2439
H -0.3023 3.0818 0.0861 0.4473
H -1.5582 -1.1472 -4.3751 0.1494
H -0.1849 -2.0810 -6.1432 0.3751
H 2.0339 -2.8735 -6.9465 0.3665
H 3.9757 -2.8125 -5.3698 0.3693
H 3.5991 -1.9169 -3.0664 0.3467
H -4.6678 -0.1820 -1.9361 0.4566
H -6.8420 0.6296 -1.0221 0.3720
H -6.8706 2.4556 0.6430 0.3694
H -4.7304 3.4793 1.3883 0.3828
Cl -2.1059 -0.4090 7.5904 -0.2987
C -1.7016 0.2463 6.0169 0.2543
C -1.5403 1.6253 5.8817 -0.6118
C -1.2108 2.1240 4.6541 0.4622
Cl -1.0765 3.8560 4.4799 -0.2749
C -0.9626 1.3151 3.4737 -0.5430
O -0.5370 1.8182 2.4245 -0.4088
C -1.2448 -0.0911 3.6687 1.1249
C -1.2344 -1.0482 2.5680 -0.3003
O -1.1323 -0.8840 1.3655 -0.3798
C -1.5732 -0.5846 4.9344 -0.9484
H -1.6668 2.2892 6.7255 0.4059
H -1.4147 -2.0860 2.9367 0.1027
H -1.7374 -1.6494 5.0571 0.3718
Br 3.4215 0.1504 2.9363 -0.1837
C 3.2060 1.6737 1.8138 0.1032
C 3.4560 2.9111 2.3773 -0.6629
C 3.3080 4.0181 1.5587 -0.3280
C 2.9910 3.8202 0.2274 -0.7631
C 2.8053 2.5251 -0.2414 0.4267
N 2.8971 1.4609 0.5565 0.2990
C 2.5927 2.2925 -1.7468 0.1039
O 3.0818 3.1697 -2.4691 -0.7938
O 2.0151 1.2334 -2.1143 -0.6486
H 3.7264 2.9950 3.4189 0.3999
H 3.4485 5.0134 1.9626 0.3890
H 2.8913 4.6404 -0.4683 0.4580
C -0.8747 -3.3599 -0.7924 -1.1673
C 0.5820 -3.4231 -0.4506 0.3175
C 1.3356 -4.5629 -0.2601 -0.8752
C 2.6578 -4.1401 0.0130 -0.8097
C 2.6435 -2.7606 -0.0226 0.1930
C 3.7968 -1.8338 0.2137 -1.0160
N 1.3767 -2.3204 -0.2959 0.1177
H -1.3895 -4.2212 -0.3606 0.4198
H -1.0278 -3.3833 -1.8755 0.1676
H -1.3333 -2.4504 -0.4065 0.0450
H 0.9747 -5.5804 -0.3174 0.4419
H 3.5183 -4.7632 0.2131 0.4378
H 4.6779 -2.1737 -0.3376 0.2941
H 4.0620 -1.7935 1.2713 0.2655
H 3.5492 -0.8247 -0.1191 0.0069

65
Properties=species:S:1:pos:R:3:nbo_charge:R:1 method="wB97M-V/def2-TZVPD" total_charge=+1 e_lumo_ev="-4.162 / -5.974" spin_multiplicity=5
Ir -0.3958 0.2805 1.4758 0.7602
N -2.8740 -4.1318 -7.5424 -0.2539
C -2.6555 -3.6089 -6.5440 0.2530
C -2.3849 -2.9585 -5.2929 -0.1545
C -3.2008 -1.9126 -4.8664 -0.1634
C -2.9364 -1.2867 -3.6604 -0.1592
C -1.8669 -1.7063 -2.8761 -0.0853
C -1.0544 -2.7513 -3.3050 -0.2059
C -1.3088 -3.3771 -4.5133 -0.1383
C -1.5762 -1.0406 -1.5732 0.0756
C -0.9684 0.2135 -1.6273 0.2010
C -0.5807 0.9063 -2.8433 -0.2020
C -0.0146 2.0708 -2.4660 -0.2474
C -0.0504 2.0835 -1.0238 0.1583
N -0.6229 1.0004 -0.5329 -0.5753
C -1.9256 -1.7427 -0.4195 0.1847
C -2.6448 -3.0021 -0.3909 -0.2055
C -2.7779 -3.3498 0.9071 -0.2481
C -2.1253 -2.3127 1.6675 0.1455
N -1.6384 -1.3659 0.8900 -0.5615
H -4.0344 -1.5980 -5.4786 0.2423
H -3.5683 -0.4741 -3.3245 0.2227
H -0.2145 -3.0656 -2.6971 0.2370
H -0.6795 -4.1864 -4.8564 0.2407
H -0.7210 0.5218 -3.8394 0.2510
H 0.4020 2.8479 -3.0849 0.2487
H 0.3432 2.8469 -0.3679 0.2231
H -3.0026 -3.5246 -1.2622 0.2507
H -3.2603 -4.2177 1.3245 0.2494
H -2.0048 -2.2663 2.7400 0.2239
C 4.3832 3.4560 3.3387 -0.1942
C 3.1047 3.6484 2.8351 -0.2064
C 2.3702 2.5576 2.3928 -0.2205
C 2.8903 1.2630 2.4417 -0.5031
C 4.1774 1.0911 2.9563 -0.1284
C 4.9184 2.1761 3.3998 -0.2197
Si 1.9011 -0.2017 1.8161 0.8942
C 2.3617 -0.6981 0.0606 -0.4755
C 2.7277 0.2729 -0.8772 -0.1600
C 2.9005 -0.0510 -2.2143 -0.2293
C 2.7053 -1.3587 -2.6425 -0.2112
C 2.3513 -2.3390 -1.7244 -0.2252
C 2.1802 -2.0091 -0.3869 -0.2037
H 4.9612 4.3015 3.6877 0.2228
H 2.6819 4.6440 2.7918 0.2158
H 1.3611 2.7149 2.0166 0.1922
H 4.6082 0.0979 3.0145 0.2088
H 5.9139 2.0241 3.7959 0.2230
H 2.1086 -1.3788 2.7053 -0.1665
H 2.9006 1.2948 -0.5514 0.2057
H 3.2001 0.7106 -2.9235 0.2187
H 2.8499 -1.6160 -3.6840 0.2213
H 2.2258 -3.3652 -2.0481 0.2159
H 1.9088 -2.7856 0.3211 0.2142
Cl -0.5448 2.9718 6.4908 0.0693
C -1.4121 2.6036 5.0526 -0.0649
C -2.6899 3.0941 4.8403 -0.1587
C -3.3280 2.7651 3.6550 -0.2236
C -2.6758 1.9683 2.7349 0.0369
N -1.4418 1.4935 2.9509 -0.4966
C -0.8162 1.8056 4.0901 0.0296
H -3.1658 3.7185 5.5835 0.2504
H -4.3237 3.1265 3.4421 0.2447
H -3.1372 1.6916 1.7963 0.2154
H 0.1861 1.4196 4.2254 0.2408

68
Properties=species:S:1:pos:R:3:nbo_charge:R:1 method="wB97M-V/def2-TZVPD" total_charge=-1 de_lowest_kcal_mol=7.4 e_lumo_ev="2.548 / 0.433" spin_multiplicity=5
Co 0.3270 0.8562 -0.6190 1.4523
O -3.1596 -2.1967 -0.2804 -0.6912
C -4.0152 -1.3131 0.2740 0.3373
C -5.2573 -1.7970 0.7325 -0.2726
C -6.1719 -0.9830 1.3750 -0.2008
C -5.8745 0.3867 1.5236 -0.2714
C -4.6626 0.8935 1.0991 -0.1471
C -3.7251 0.0372 0.4522 -0.2020
C -2.4099 0.6289 0.0350 0.5771
O -1.5144 -0.2094 -0.4443 -0.8585
N -2.2407 1.8924 0.3034 -0.4489
N -0.9296 2.2769 0.0288 -0.4343
C -0.5714 3.4113 0.5249 0.1457
C 0.7138 3.9963 0.3465 -0.2597
C 0.8330 5.3590 0.6310 -0.1278
C 1.9637 6.1004 0.5146 -0.3171
C 3.1029 5.4372 0.0768 -0.1759
C 3.0729 4.1197 -0.2445 -0.3029
C 1.8882 3.3453 -0.1431 0.4227
O 1.9396 2.0873 -0.4548 -0.8254
H -2.2696 -1.7300 -0.2922 0.5210
H -5.4372 -2.8668 0.5759 0.2151
H -7.1551 -1.4129 1.5991 0.2072
H -6.5784 1.0874 1.9492 0.2026
H -4.3731 1.9205 1.1694 0.2397
H -1.3425 4.0022 0.9746 0.1815
H -0.0987 5.8997 0.9100 0.1918
H 2.0210 7.1479 0.7554 0.2038
H 4.0415 5.9581 -0.0574 0.1972
H 3.9458 3.5747 -0.6186 0.2139
C -1.0137 0.1314 4.9071 -0.2304
C -1.5290 -0.4903 3.8184 -0.1493
C -0.8318 -0.5459 2.6208 -0.2336
C 0.4354 0.0005 2.5187 0.0986
C 0.9824 0.6482 3.6660 -0.2193
C 0.2490 0.7097 4.8182 -0.2202
N 1.1900 -0.1272 1.3174 -0.3739
C 2.4199 -0.7435 1.4333 0.0919
C 2.7313 -1.6105 2.5021 -0.1686
C 3.9455 -2.2493 2.5138 -0.2438
C 4.9336 -1.9996 1.5252 -0.1777
C 4.6597 -1.0690 0.5109 -0.2255
C 3.4062 -0.4862 0.4330 -0.1534
H -1.5648 0.2735 5.8288 0.2084
H -2.5273 -0.9537 3.7819 0.2152
H -1.2333 -1.1009 1.7926 0.2369
H 1.9851 1.0403 3.5876 0.2224
H 0.6861 1.2388 5.6504 0.2079
H 2.0044 -1.7778 3.2755 0.2200
H 4.2144 -3.0338 3.2117 0.2089
H 5.8925 -2.4923 1.5505 0.2062
H 5.4375 -0.8241 -0.2219 0.2172
H 3.1679 0.2533 -0.3252 0.2765
O 0.3041 -5.0589 -7.0766 -0.6930
C -0.5489 -4.5369 -6.1229 0.7781
O -1.5860 -5.1145 -5.9455 -0.5844
C -0.1119 -3.3630 -5.3323 -0.2492
C 1.1846 -2.8316 -5.4483 -0.1796
C 1.6279 -1.7868 -4.6390 -0.2377
C 0.8430 -1.3306 -3.5659 -0.1412
S 1.3866 -0.0075 -2.5466 -0.4579
C -0.4299 -1.8930 -3.4388 -0.1793
C -0.9158 -2.9063 -4.2853 -0.1637
H 1.0907 -4.4993 -7.1666 0.4746
H 1.8423 -3.1917 -6.2406 0.1737
H 2.6201 -1.3580 -4.7568 0.2158
H -1.1014 -1.5127 -2.6550 0.2231
H -1.9089 -3.3109 -4.1930 0.2334

74
Properties=species:S:1:pos:R:3:mulliken_charge:R:1 method="wB97M-V/def2-TZVPD" total_charge=-1 de_lowest_kcal_mol=0.0 e_lumo_ev=2.441 spin_multiplicity=1
Sn 0.6021 -0.1368 -0.2619 0.9440
O 1.7677 -1.7997 -2.1288 -0.7653
S 0.5537 -2.3638 -2.7139 1.4626
O 0.3500 -2.1700 -4.1284 -0.7540
N -0.6024 -1.8965 -1.7602 0.1769
C -1.9432 -2.0450 -2.0243 0.0005
C -2.5182 -2.7453 -3.0687 -0.7707
C -3.9168 -2.8556 -3.1878 -0.8944
C -4.7650 -2.2871 -2.2804 -0.8927
C -4.2234 -1.5642 -1.1911 1.1442
C -5.0206 -0.9520 -0.1972 -0.7410
C -4.4290 -0.2785 0.8315 -0.9703
C -3.0213 -0.2010 0.8698 -0.3162
N -2.2538 -0.7500 -0.0360 0.4277
C -2.8229 -1.4346 -1.0610 -0.1227
C 0.6947 -4.1300 -2.4835 -0.0713
C 0.5347 -4.6627 -1.2113 -0.4106
C 0.6622 -6.0300 -1.0250 -0.6323
C 0.9468 -6.8559 -2.1057 -0.3473
C 1.1019 -6.3157 -3.3743 -0.6051
C 0.9725 -4.9467 -3.5680 -0.3055
H -1.8819 -3.1953 -3.8178 0.4331
H -4.3233 -3.4082 -4.0268 0.3714
H -5.8400 -2.3784 -2.3793 0.3498
H -6.1001 -1.0296 -0.2661 0.3922
H -5.0139 0.1973 1.6078 0.4143
H -2.5158 0.3407 1.6652 0.5465
H 0.3041 -3.9972 -0.3886 0.4250
H 0.5348 -6.4550 -0.0372 0.3838
H 1.0426 -7.9246 -1.9585 0.3634
H 1.3181 -6.9617 -4.2160 0.3673
H 1.0753 -4.4988 -4.5474 0.4516
F 1.4567 4.2378 -3.5616 -0.2228
C 0.1301 4.0775 -3.7105 0.5713
F -0.3385 5.2627 -4.1767 -0.3264
F -0.0527 3.1913 -4.7022 -0.2131
C -0.5565 3.6842 -2.4349 -0.1643
C -1.4814 4.5410 -1.8685 -0.1568
C -2.1028 4.1950 -0.6803 -1.0252
C -1.7619 2.9841 -0.1048 -0.3755
N -0.8874 2.1430 -0.6419 0.2001
C -0.2675 2.4628 -1.7888 0.5700
S 0.8675 1.2970 -2.3742 -0.4110
H -1.7086 5.4783 -2.3571 0.4845
H -2.8214 4.8488 -0.2075 0.3913
H -2.1900 2.6762 0.8396 0.4017
C 2.6673 -2.8957 6.0917 -1.4259
C 2.2236 -1.6938 5.3002 1.0380
C 2.7786 -0.4413 5.5288 -0.7616
C 2.3540 0.6704 4.8105 -0.3534
C 1.3666 0.5283 3.8505 -0.1405
C 0.7994 -0.7168 3.6082 -0.1133
C 1.2283 -1.8150 4.3309 -0.9859
S 0.8545 1.9271 2.8704 1.0585
O -0.5854 1.8481 2.7770 -0.6409
O 1.4142 3.0933 3.5181 -0.7620
N 1.4403 1.6313 1.4288 -0.2272
C 2.7872 1.4820 1.2133 0.2983
C 3.8356 2.1044 1.9186 -0.7765
C 5.1317 1.8675 1.5202 -0.3281
C 5.3929 1.0275 0.4388 -0.8417
C 4.3115 0.4476 -0.1912 -0.4483
N 3.0535 0.6520 0.1892 0.2179
H 3.6025 -2.6974 6.6149 0.3528
H 2.8126 -3.7613 5.4441 0.3500
H 1.9168 -3.1663 6.8380 0.2927
H 3.5564 -0.3308 6.2760 0.3089
H 2.7743 1.6507 4.9894 0.4220
H 0.0303 -0.8187 2.8522 0.4832
H 0.7877 -2.7867 4.1365 0.3827
H 3.5989 2.7784 2.7285 0.5658
H 5.9486 2.3507 2.0435 0.4049
H 6.4002 0.8363 0.0968 0.3797
H 4.4395 -0.2212 -1.0359 0.4711

77
Properties=species:S:1:pos:R:3:mulliken_charge:R:1 method="wB97M-V/def2-TZVPD" total_charge=-1 de_lowest_kcal_mol=14.2 e_lumo_ev=1.898 spin_multiplicity=1
Li -0.2878 0.2308 1.3690 1.1200
C -0.3769 3.6453 3.9823 -0.6972
C -0.0835 2.3848 3.4378 -0.3409
N -0.6060 1.9693 2.3070 -0.1282
C -1.5229 2.7391 1.6995 -0.5374
C -1.8926 4.0047 2.1610 1.0273
C -1.2680 4.4593 3.3361 -0.7848
C -2.8981 4.7390 1.4471 -1.0415
C -3.5289 4.1976 0.3840 -0.8956
C -3.2285 2.8651 -0.0592 1.2608
C -3.9372 2.2173 -1.0861 -0.8835
C -3.6318 0.9175 -1.3911 -1.0062
C -2.6018 0.2781 -0.6849 -0.3175
N -1.8987 0.8654 0.2590 0.6984
C -2.2175 2.1392 0.5819 0.1166
H 0.0830 3.9459 4.9130 0.3913
H 0.6019 1.7116 3.9400 0.5267
H -1.5208 5.4310 3.7430 0.3981
H -3.1553 5.7307 1.7990 0.3850
H -4.3023 4.7472 -0.1395 0.3662
H -4.7281 2.7452 -1.6058 0.4015
H -4.1642 0.3724 -2.1581 0.4520
H -2.3324 -0.7439 -0.9139 0.4596
N 0.4811 -3.1903 2.9996 -0.3559
C -0.3147 -2.2362 2.4324 0.7362
O -0.2101 -1.0696 2.7939 -0.8767
C -1.6179 -2.6720 1.7914 -1.0494
I -2.6484 -4.2194 2.8453 0.0248
H 1.2882 -2.7764 3.4452 0.2718
H 0.7123 -3.9826 2.4167 0.2696
H -1.4775 -3.0497 0.7837 0.5199
H -2.2844 -1.8148 1.8098 0.2623
O 0.8976 -2.7792 -0.5344 -0.5074
N 0.7101 -1.9368 0.3455 0.2903
O 1.2008 -0.7976 0.2330 -0.7289
F 1.9281 0.5258 7.6172 -0.3492
C 0.7365 0.5202 6.9879 0.4936
C -0.0440 1.6570 6.9395 0.4526
F 0.3950 2.7926 7.5227 -0.3971
C -1.2619 1.6415 6.2833 -0.0596
F -1.9592 2.7947 6.2957 -0.4551
C -1.7702 0.5209 5.6148 0.2369
S -3.2236 0.5389 4.6959 -0.4451
C -0.9637 -0.6278 5.7397 0.0840
F -1.3755 -1.7926 5.2295 -0.4548
C 0.2540 -0.6332 6.3875 0.3955
F 0.9901 -1.7579 6.4477 -0.3675
C 5.5239 -0.1252 -3.1891 -1.4839
C 4.4295 -1.0665 -3.6124 0.8693
C 3.8484 -1.9480 -2.7111 -0.6416
C 2.8080 -2.7839 -3.0874 -0.3201
C 2.3299 -2.7509 -4.3872 0.3656
N 1.2585 -3.6064 -4.7488 -0.0552
C 0.2518 -3.3609 -5.6497 0.2054
O -0.3240 -4.2494 -6.2499 -0.7005
N -0.0798 -2.0270 -5.8300 -0.0667
C -0.0368 -1.0390 -4.8157 0.4049
C 0.2784 0.2744 -5.1269 -0.3217
C 0.3304 1.2061 -4.1031 -0.9875
C 0.0668 0.7871 -2.8077 -0.2556
N -0.2672 -0.4624 -2.5066 0.3420
C -0.3203 -1.3505 -3.4857 -0.7060
C 2.9202 -1.8954 -5.3142 -0.4011
C 3.9507 -1.0611 -4.9207 -0.6492
H 5.7812 -0.2734 -2.1410 0.3500
H 5.2178 0.9161 -3.3081 0.3098
H 6.4291 -0.2690 -3.7829 0.3543
H 4.1778 -1.9576 -1.6796 0.2448
H 2.3231 -3.4059 -2.3489 0.2421
H 1.2736 -4.5526 -4.4062 0.2497
H -0.6950 -1.8795 -6.6130 0.2426
H 0.5033 0.5468 -6.1512 0.4263
H 0.5852 2.2394 -4.2981 0.4139
H 0.1110 1.4882 -1.9805 0.3782
H -0.5780 -2.3662 -3.2045 0.3908
H 2.5654 -1.8869 -6.3367 0.4644
H 4.3930 -0.3882 -5.6476 0.3737

78
Properties=species:S:1:pos:R:3:mulliken_charge:R:1 method="wB97M-V/def2-TZVPD" total_charge=-1 de_lowest_kcal_mol=38.3 e_lumo_ev=1.957 spin_multiplicity=1
Pb 11.3865 12.3754 15.4640 1.2665
C 13.4616 7.8323 15.1353 -1.2248
C 13.9959 9.2856 15.4918 0.7341
N 13.3198 10.0710 16.1684 0.1023
N 11.9033 10.0389 16.0759 -0.5876
C 11.4242 10.0517 17.3333 0.4321
O 12.0724 9.9169 18.3481 -0.6708
C 9.9397 10.1617 17.4376 0.1406
C 9.2534 9.3310 16.6385 -0.1606
C 7.8743 9.3266 16.6382 -0.2179
C 7.0413 10.0769 17.4615 -0.8910
C 7.7866 10.8363 18.3469 -0.2755
C 9.1820 10.9137 18.3157 -0.4886
C 15.4880 9.4872 15.4657 -0.0588
C 16.0909 10.4334 16.4689 -0.0882
C 17.3943 10.7286 16.3860 -0.5446
C 18.0929 10.1522 15.3846 -0.1047
C 17.6311 9.0653 14.7048 -0.5132
N 16.2347 8.8339 14.6489 -0.4520
H 13.0699 7.1968 15.9436 0.3208
H 12.5662 8.0376 14.5312 0.2850
H 14.0246 7.0562 14.5618 0.3572
H 9.6025 8.4346 16.1932 0.4011
H 7.3898 8.6460 15.9091 0.3199
H 5.9820 9.9726 17.5449 0.4544
H 7.2937 11.4234 19.1519 0.2857
H 9.6328 11.4575 19.1232 0.4517
H 15.3307 11.0106 16.9851 0.3598
H 17.9324 11.5787 16.7525 0.3421
H 19.1537 10.3011 15.2317 0.3696
H 18.1691 8.8720 13.6924 0.2482
O 16.1506 11.0956 11.9188 -0.4082
C 16.4758 12.3351 11.5716 0.5062
O 16.8297 12.5825 10.4492 -0.5958
C 16.8335 13.2355 12.8102 0.6489
C 18.0114 13.6242 13.2481 -0.8686
N 17.8968 14.2222 14.4764 0.0923
N 16.5730 14.2472 14.7905 -0.7175
C 15.8339 13.6115 13.8670 0.1497
C 14.3650 13.4584 14.1178 0.5489
O 14.0432 12.3333 14.7238 -0.5877
O 13.6106 14.3282 13.7748 -0.6760
H 15.7397 11.0863 12.7790 0.2766
H 18.9019 13.4368 12.7068 0.5427
H 18.6669 14.7049 14.9486 0.2213
F 5.5380 11.7828 11.2415 -0.3057
C 6.8477 11.8122 11.7595 0.3065
C 7.5224 10.6469 11.9749 0.3949
F 6.9459 9.4419 11.7674 -0.3064
C 8.7972 10.5786 12.5389 0.2242
F 9.4390 9.3439 12.3686 -0.3609
C 9.4246 11.6995 12.9727 0.1992
O 10.6294 11.6962 13.4834 -0.6592
C 8.6754 12.9072 12.8423 0.0391
F 9.2172 14.0449 13.2382 -0.3140
C 7.4266 12.9364 12.2251 0.3662
F 6.6406 14.0726 12.0863 -0.3103
C 15.6732 3.9436 4.2122 -0.9910
P 15.8263 4.5079 5.9290 0.9735
C 14.9590 6.0386 6.3879 -1.0669
C 17.4899 5.3075 6.3058 0.2243
C 17.9532 5.9150 5.1412 0.0049
C 18.9842 6.7492 5.0980 -0.4550
C 19.6207 7.2304 6.2445 -0.5932
C 19.3009 6.4247 7.3119 -0.1407
C 18.2127 5.5706 7.5488 -0.5898
H 15.9635 4.5316 3.2685 0.3825
H 14.5916 3.7639 4.3505 0.2669
H 16.1705 3.0254 3.8948 0.3563
H 14.0751 6.2949 5.8285 0.3905
H 15.5613 6.9168 6.5940 0.3388
H 14.8574 5.6605 7.4421 0.3197
H 17.4866 5.4615 4.2471 0.0375
H 19.1645 7.2029 4.1588 0.3696
H 20.3549 8.0299 6.3817 0.3715
H 20.0109 6.4829 8.2811 0.1564
H 18.1765 4.9697 8.4525 0.3961
O 15.5677 3.3899 6.7919 -0.7513